--- A ---
C39H111N15O12 | ωB97M-V/def2-TZVPD

Summary:
- total charge = 0
- spin multiplicity = 1
- Kohn-Sham gap (eV) = 9.0
- SMILES string = COC[C@H](C)N.COC[C@H](C)N.COC[C@H](C)N.COC[C@H](C)N.COC[C@H](C)N.COC[C@H](C)N.COC[C@H](C)N.COC[C@H](C)N.COC[C@H](C)N.NC(N)=O.NC(N)=O.NC(N)=O

Last column: Löwdin charge in e.
Element x y z (Å)
H 3.863 3.324 -16.013  0.088
N 12.822 3.137 -20.812  0.152
H 7.071 0.894 -5.783  0.085
H 10.296 -16.863 -10.659  0.124
H 13.647 -12.847 -20.345  0.118
H 16.525 -3.338 -20.745  0.114
O 2.143 3.704 -15.466  -0.219
C 11.381 -14.186 -12.505  -0.092
C 14.662 -11.000 -7.212  -0.046
H 3.140 -0.005 -17.731  0.091
C 17.939 -0.331 -21.927  -0.048
H 10.277 -10.903 -19.654  0.078
H 10.620 3.846 -12.999  0.118
H 5.655 -10.073 -14.576  0.068
C 8.029 0.466 -5.488  -0.078
C 14.786 -11.822 -18.312  -0.060
H 11.804 -14.124 -13.508  0.087
N 16.004 -1.747 -22.614  0.019
H 17.971 -2.390 -22.644  0.134
H 14.492 -6.069 -7.953  0.080
H 15.414 -1.481 -21.838  0.048
C 8.658 -7.360 -5.840  -0.092
N 6.132 -11.320 -12.264  0.036
H 18.635 -0.172 -21.104  0.067
C 4.995 -9.756 -13.769  -0.085
C 3.444 3.790 -15.121  -0.137
H 4.594 -0.968 -17.434  0.107
H 14.185 -10.502 -9.262  0.128
C 15.066 -10.421 -8.625  -0.381
H 11.096 -7.419 -13.078  0.082
H 14.153 -11.961 -7.293  0.072
C 12.932 -12.199 -19.838  -0.220
H 9.017 -7.458 -6.865  0.082
C 10.639 -15.831 -10.731  -0.195
H 6.563 -11.424 -11.357  0.054
C 10.232 3.536 -3.067  -0.121
H 10.978 4.412 -14.716  0.106
H 10.314 -5.306 -12.176  0.118
H 5.689 -8.748 -2.796  0.066
H 10.663 -13.385 -12.329  0.095
H 12.191 -14.075 -11.783  0.075
H 8.064 -9.435 -1.555  0.066
H 18.101 -2.671 -20.193  0.124
H 12.384 -12.760 -19.082  0.126
C 4.937 -9.252 -11.237  -0.246
H 8.854 0.857 -6.083  0.082
H 3.100 -0.166 -21.088  0.117
C 15.800 -2.565 -18.576  -0.107
H 1.947 5.571 -16.343  0.130
H 15.577 -11.049 -6.621  0.076
H 15.649 -6.511 -9.162  0.086
H 8.855 -16.345 -8.757  0.083
H 3.902 4.774 -15.022  0.094
O 11.783 3.456 -18.859  -0.019
O 9.541 -15.068 -10.225  -0.188
N 3.802 -0.717 -18.007  0.142
H 7.203 0.022 -2.345  0.062
H 10.340 -12.285 -21.976  0.060
H 6.619 -9.171 -12.641  0.127
H 7.807 -6.685 -5.932  0.078
H 9.387 -6.825 -5.232  0.082
H 10.053 -15.106 -8.097  0.085
O 4.740 -7.877 -11.266  -0.203
H 14.597 -12.687 -17.675  0.074
H 5.834 -9.130 -4.537  0.064
C 10.859 -15.504 -12.186  -0.483
H 8.388 -7.931 -3.477  0.111
C 11.049 -10.408 -20.243  -0.044
H 8.411 -14.742 -8.508  0.079
N 8.121 -4.619 -13.671  0.030
C 8.409 -8.888 -3.998  -0.210
C 15.664 -9.057 -8.828  -0.239
H 4.613 -8.758 -13.981  0.074
H -1.608 4.165 -15.341  0.066
N 9.741 -15.605 -13.108  0.021
H 9.933 3.450 -2.023  0.079
H 2.193 4.225 -17.494  0.126
H 18.410 -0.232 -22.906  0.065
C 10.073 5.681 -13.526  -0.770
H -0.933 2.679 -16.349  0.060
O 8.244 -8.679 -5.397  -0.193
C 5.793 -9.853 -12.438  -0.363
H 9.563 -3.280 -14.232  0.127
N 16.152 -11.348 -9.148  0.017
H 8.170 -2.177 -12.449  0.067
O 10.780 -5.708 -14.164  -0.206
H 15.314 -11.151 -17.634  0.078
H 12.604 -6.667 -13.544  0.078
C 9.330 -3.850 -13.333  -0.399
O 5.226 -0.707 -19.798  0.027
H 11.260 1.036 -19.193  0.127
H 12.275 0.963 -20.653  0.115
C 4.126 -0.513 -19.321  -0.735
H 0.627 2.453 -16.027  0.065
H 10.246 6.073 -15.410  0.124
H 8.634 -10.871 -2.032  0.066
H 2.698 -8.004 -10.714  0.088
C 5.899 -9.530 -3.525  -0.053
H 15.927 -6.646 -7.353  0.085
C 12.172 2.701 -19.779  -0.781
H 16.607 -3.045 -18.023  0.084
H 3.505 -6.330 -10.676  0.083
O 14.748 -8.142 -8.297  -0.195
C 7.416 -9.979 -3.406  -0.396
H 7.767 -5.226 -12.946  0.064
H 9.436 -9.182 -3.784  0.111
C 17.365 -1.813 -21.945  -0.373
N 3.113 -0.120 -20.079  0.150
H 7.019 -0.955 -3.708  0.063
H 11.263 3.858 -2.924  0.086
H 4.195 -10.486 -13.897  0.067
H 12.481 -11.127 -21.689  0.124
H 11.624 -7.413 -14.808  0.087
H 9.670 4.332 -3.556  0.090
C 9.083 -2.720 -12.208  -0.037
C 3.583 -7.404 -10.502  -0.060
H 9.132 -0.204 -3.787  0.130
H 12.897 2.812 -21.765  0.119
H 2.222 -0.077 -19.605  0.100
H 16.581 -8.919 -8.255  0.126
H 9.032 -15.041 -12.661  0.062
H 15.733 -2.687 -22.865  0.056
C 17.127 -2.437 -20.623  -0.216
C 0.239 4.186 -16.641  -0.432
H 7.409 -10.873 -4.029  0.130
H 5.467 -9.453 -10.306  0.109
H 17.249 0.508 -21.832  0.067
C 8.336 0.503 -4.019  -0.422
H 8.026 -0.608 -5.675  0.071
H -1.072 5.696 -15.716  0.063
H 5.182 -10.333 -3.357  0.068
O 16.268 -1.763 -19.661  -0.203
C 10.503 -4.770 -13.106  -0.217
H 9.892 -15.097 -13.968  0.066
N -0.007 2.799 -16.734  0.022
C 9.269 -15.339 -8.818  -0.082
H 10.634 -9.772 -21.024  0.072
H 4.030 -9.832 -11.071  0.113
C 15.253 -6.813 -8.193  -0.104
H 16.081 -12.215 -8.634  0.046
C 11.581 -6.853 -13.873  -0.101
H 11.548 -13.285 -22.010  0.059
H 15.848 -8.887 -9.888  0.126
H 15.972 -11.645 -10.096  0.058
H 11.440 -4.239 -12.941  0.121
H 9.539 7.248 -14.262  0.133
H 13.113 4.090 -20.648  0.117
N 7.125 -0.016 -3.351  0.011
H 9.926 -2.029 -12.225  0.063
C 11.968 -11.536 -20.818  -0.403
H 13.995 -10.260 -6.770  0.067
N 7.812 -10.284 -2.040  0.022
N 10.591 4.479 -13.786  0.158
H 8.305 -5.320 -14.374  0.060
O 9.487 5.972 -12.437  -0.034
C 8.596 1.940 -3.409  -0.202
H 15.467 -12.226 -19.060  0.074
H -0.207 4.591 -17.550  0.123
N 11.803 1.476 -19.922  0.169
H 7.894 2.605 -3.912  0.126
N 11.107 -12.608 -21.404  0.006
H -0.118 4.849 -14.537  0.073
H 11.622 -15.741 -10.267  0.126
H 3.925 -7.399 -9.468  0.080
H 11.759 -9.839 -19.641  0.065
C -0.673 4.713 -15.465  -0.052
H 3.736 3.140 -14.296  0.097
H 5.286 -11.867 -12.190  0.059
C 1.746 4.518 -16.543  -0.165
H 15.201 -1.982 -17.876  0.087
O 13.666 -11.216 -19.117  -0.208
O 9.968 2.231 -3.519  -0.174
N 10.155 6.480 -14.490  0.166
H 11.398 -16.358 -12.597  0.137
H 9.030 -3.086 -11.183  0.062
H 8.262 1.959 -2.371  0.110
H 15.146 -3.369 -18.913  0.081

***

--- B ---
C39H111N15O12 | ωB97M-V/def2-TZVPD

Summary:
- total charge = 0
- spin multiplicity = 1
- Kohn-Sham gap (eV) = 6.9

Last column: Löwdin charge in e.
Element x y z (Å)
H 0.129 -23.366 -19.161  0.065
H 3.110 -13.665 -14.426  0.081
H 4.110 -20.157 -15.356  0.034
H 1.740 -17.021 -8.360  0.094
C -2.461 -15.969 -16.616  -0.149
N 5.187 -22.022 -12.992  0.042
N -4.169 -15.460 -11.122  0.179
H 4.604 -21.603 -15.780  0.056
C 1.939 -21.583 -8.851  -0.066
N -3.297 -21.196 -9.667  0.050
H 6.675 -24.003 -17.129  0.090
H -2.079 -18.506 -17.176  0.006
C 2.163 -19.554 -10.321  -0.211
O 1.617 -22.338 -18.216  -0.200
H -1.333 -21.281 -17.705  0.143
N -2.035 -13.231 -13.398  0.188
N 1.491 -20.157 -13.580  0.077
H 2.242 -21.222 -12.073  0.019
H 0.226 -14.240 -14.279  0.080
C -2.838 -20.148 -11.913  -0.058
H -3.862 -23.327 -19.172  0.068
H 1.120 -17.582 -15.939  0.068
H -3.766 -11.630 -10.936  0.122
H -3.836 -19.949 -12.306  0.104
H -1.650 -15.273 -16.369  0.096
C 2.089 -17.475 -9.291  -0.144
C -0.725 -19.152 -13.538  -0.209
H -1.992 -20.044 -20.432  0.050
H 3.218 -19.690 -10.600  0.134
H -3.734 -18.407 -16.462  0.113
H -3.664 -16.240 -10.695  0.076
H -3.262 -18.974 -18.358  0.114
H 1.161 -15.790 -16.255  0.072
C -2.067 -12.504 -10.207  -0.658
H -2.858 -13.684 -16.023  -0.203
H -2.942 -20.632 -18.204  0.097
H 6.498 -16.718 -16.508  0.077
H 4.463 -22.060 -12.270  0.034
O -2.330 -12.890 -15.629  0.084
H 5.102 -16.225 -12.975  0.125
H 7.438 -23.596 -13.930  0.122
C -2.969 -22.654 -17.462  -0.391
H 0.521 -20.870 -10.321  0.119
H 1.716 -16.954 -18.259  0.134
C 3.485 -20.195 -17.827  -0.027
H 3.095 -17.074 -9.473  0.089
N -4.122 -23.198 -18.198  0.049
H -4.260 -24.157 -17.898  0.063
H -1.450 -14.133 -11.384  0.046
H 3.659 -19.205 -17.416  0.053
H -0.727 -21.730 -13.168  0.063
H 4.083 -24.880 -14.515  0.068
O -2.284 -17.056 -15.716  -0.212
C 5.687 -17.409 -16.262  -0.055
H -3.536 -13.239 -11.491  0.035
H -0.415 -20.602 -19.805  0.095
C -1.521 -17.088 -9.702  -0.082
H -2.432 -21.082 -12.314  0.076
H -4.578 -16.341 -18.280  0.062
O -0.125 -17.864 -13.700  -0.166
H -3.175 -18.708 -8.787  0.133
H -0.296 -15.944 -13.145  0.091
H -0.339 -13.585 -10.197  0.109
C 0.186 -20.113 -14.287  -0.374
H -3.342 -22.001 -10.285  0.073
H -0.784 -17.815 -9.348  0.092
H -2.159 -16.152 -17.654  0.088
H -0.334 -16.686 -16.087  0.050
O -2.029 -21.891 -19.537  -0.142
C -3.901 -15.334 -16.525  -0.366
H -1.824 -20.009 -18.632  0.009
H 1.541 -20.985 -8.027  0.072
H -1.730 -19.190 -13.965  0.099
H 0.997 -24.333 -17.982  0.085
H -1.292 -21.660 -14.809  0.062
N 3.746 -21.106 -15.536  0.021
H 3.020 -21.656 -8.747  0.086
C -2.661 -18.281 -16.277  -0.092
H 1.561 -22.500 -11.488  0.074
H -1.939 -16.660 -8.782  0.104
H 2.125 -20.296 -14.373  0.038
H -0.671 -19.391 -12.471  0.117
H 4.233 -18.441 -13.584  0.087
H -3.255 -22.324 -16.460  0.130
C 5.239 -16.123 -14.059  -0.200
O 4.039 -15.532 -14.556  -0.198
C 1.607 -20.977 -10.195  -0.432
H 1.816 -23.961 -19.484  0.091
H -1.254 -17.000 -12.155  0.067
H -3.973 -14.696 -18.626  0.079
H -2.417 -18.970 -19.909  0.105
N -3.844 -13.936 -16.049  0.036
H 3.552 -14.321 -12.876  0.084
H -4.279 -21.014 -9.468  0.073
H -2.924 -12.793 -13.235  0.097
H -4.053 -13.974 -15.046  0.037
H 3.279 -23.328 -14.210  0.036
O -4.340 -14.357 -13.174  -0.012
C 6.460 -23.591 -14.429  -0.230
H 1.515 -17.007 -10.106  0.072
H 6.123 -15.500 -14.221  0.126
N -3.150 -16.278 -12.849  0.131
H 4.801 -17.112 -16.823  0.070
H 1.720 -19.045 -11.184  0.099
H 0.329 -22.249 -14.603  0.072
H 8.207 -23.439 -16.420  0.090
N 0.046 -15.681 -18.566  0.063
H -0.039 -13.530 -15.815  0.116
C -2.282 -21.506 -18.203  -0.242
C 0.656 -16.904 -17.997  -0.376
H -0.949 -15.895 -18.557  0.038
C -4.516 -15.310 -17.907  -0.085
H -2.926 -16.954 -12.123  0.073
C 7.174 -23.159 -16.633  -0.105
H 2.948 -20.214 -18.773  0.074
C 5.350 -23.427 -13.390  -0.397
H 7.145 -22.315 -17.324  0.086
H 1.441 -22.538 -8.669  0.077
C 2.551 -22.489 -17.162  -0.194
N -0.422 -13.863 -14.944  0.182
C -1.963 -23.736 -17.126  -0.071
N -3.206 -12.465 -10.938  0.165
H 6.460 -24.670 -14.656  0.117
C -3.243 -18.761 -9.877  -0.159
O 1.918 -18.845 -9.128  -0.167
C -0.920 -16.836 -13.191  -0.119
H -1.827 -16.694 -13.788  0.040
C 0.685 -16.742 -16.482  -0.056
H -1.267 -24.073 -17.898  0.053
N 2.265 -21.809 -11.229  0.036
N 4.204 -18.352 -14.604  0.043
H -4.609 -15.760 -15.808  0.134
O -1.522 -17.951 -18.346  -0.234
H 4.831 -13.754 -13.862  0.085
O -1.649 -11.626 -9.461  0.031
H 0.154 -18.929 -17.723  0.127
H -2.998 -16.451 -13.831  0.087
O 6.348 -22.767 -15.563  -0.204
H 6.016 -18.387 -16.611  0.070
H -1.006 -16.257 -10.178  0.069
H 3.539 -24.450 -12.873  0.065
H -4.327 -18.768 -10.038  0.135
H -4.785 -14.878 -10.582  0.117
H -1.657 -20.030 -10.114  0.123
H -1.294 -23.324 -16.357  0.059
H -2.354 -24.643 -16.659  0.082
C 3.966 -24.064 -13.800  -0.052
H 6.180 -18.076 -14.268  0.142
H 2.061 -23.018 -16.341  0.116
H -2.413 -19.067 -15.555  0.083
H 0.280 -19.951 -15.364  0.114
H -2.169 -19.423 -12.385  0.008
O -2.522 -17.689 -10.489  -0.282
H 3.493 -22.932 -17.510  0.135
C 1.115 -23.562 -18.749  -0.092
H 1.590 -19.159 -13.376  0.063
H 1.889 -20.740 -16.375  0.102
H 4.645 -21.563 -13.733  0.020
H 5.652 -24.030 -12.533  0.127
C -3.923 -15.263 -12.434  -0.638
H -1.313 -13.337 -12.711  0.066
C -1.343 -20.913 -20.297  -0.111
C 3.867 -14.263 -13.926  -0.101
H -1.052 -21.316 -21.264  0.105
N -1.265 -13.555 -10.584  0.137
C 5.396 -17.480 -14.748  -0.396
H 0.247 -15.648 -19.563  0.077
H -5.534 -14.920 -17.904  0.072
C -0.393 -21.546 -14.191  -0.038
C -0.132 -18.147 -18.438  -0.151
H 0.262 -18.402 -19.427  0.133
H 3.465 -17.658 -14.762  0.071
C 2.873 -21.063 -16.729  -0.413
C -1.648 -13.308 -14.700  -0.549
C -2.278 -19.031 -18.823  -0.150
H 4.441 -20.688 -18.036  0.083
C -2.713 -20.096 -10.408  -0.436

***

Which is most stable, and by how much? A, by 546.5 kJ/mol.

***

--- A ---
C2H11N2O2 | ωB97M-V/def2-TZVPD

Summary:
- total charge = +1
- spin multiplicity = 1
- Kohn-Sham gap (eV) = 9.6

Last column: Löwdin charge in e.
Element x y z (Å)
H -2.132 0.811 -2.852  0.105
N -2.156 0.277 -2.005  0.074
C -1.239 0.149 -1.022  -0.182
H -2.429 -0.855 0.497  0.113
H 2.319 0.344 -1.194  0.068
H -0.490 -1.492 1.582  0.172
H 2.309 -1.003 2.419  0.060
O 2.008 0.920 -0.492  -0.050
H 1.884 1.865 -0.655  0.076
H -0.555 0.155 1.797  0.162
H -0.361 0.758 -1.286  0.120
H -2.853 -0.464 -2.142  0.123
C -1.488 -0.497 0.142  -0.091
H 2.860 0.306 1.520  0.044
H 0.531 -0.517 0.616  0.109
O 2.157 -0.177 1.957  -0.063
N -0.365 -0.579 1.117  0.160

***

--- B ---
C2H11N2O2 | ωB97M-V/def2-TZVPD

Summary:
- total charge = +1
- spin multiplicity = 1
- Kohn-Sham gap (eV) = 11.6

Last column: Löwdin charge in e.
Element x y z (Å)
N -1.371 -1.443 1.399  0.178
H 0.694 3.955 0.163  0.029
H -1.755 -2.028 2.117  0.132
H -1.492 -0.470 1.655  0.112
H 0.530 1.457 0.866  0.086
H 0.268 -2.132 -2.233  0.099
H 0.640 -0.668 -2.424  0.091
H 2.130 3.378 -0.095  0.094
C -0.727 -1.855 0.328  -0.114
H -0.852 2.218 0.823  0.067
O -0.461 1.351 0.949  -0.069
C 0.682 -1.343 -1.595  -0.043
H -0.704 -2.930 0.109  0.174
O 1.153 3.218 -0.188  -0.049
H -0.273 -0.004 -0.057  0.103
N -0.113 -0.966 -0.435  0.023
H 1.651 -1.738 -1.384  0.087

***

Which is most stable, and by how much? B, by 99.0 kJ/mol.